Below is a molecular structure, C41H42N7O2S2TeTi in a non-equilibrium geometry, with properties calculated with ωB97M-V with the def2-TZVPD basis set.

The geometry in XYZ format:
```
96
Properties=species:S:1:pos:R:3:forces:R:3:lowdin_spin:R:1
Te -5.22193 -2.32655 -0.87680 0.1 -0.1 0.1 0.0000
Ti 1.08137 0.48796 0.34856 0.9 -0.4 -0.2 0.9242
S 3.26198 -0.21660 -0.97854 -0.2 -0.1 0.0 0.0039
S 0.38628 -1.93606 -0.00092 -0.1 0.3 -0.1 -0.0020
O -0.63766 0.59219 1.39485 -0.2 0.3 0.0 0.0272
O 1.14078 2.49931 0.20132 0.0 -0.4 0.0 -0.0028
N -2.16488 -0.85945 0.43551 0.0 -0.3 -0.1 -0.0024
N 0.76973 0.74676 -1.85138 -0.5 0.3 -0.1 0.0043
N -2.01754 -3.17679 0.23068 0.0 0.0 -0.1 -0.0005
N 1.18384 -0.22797 -2.73857 0.2 0.0 0.1 -0.0017
N -1.19349 -2.18397 2.21349 0.0 0.1 0.0 -0.0001
N 4.57358 -1.00565 6.96578 0.0 0.0 0.0 0.0033
N 2.85888 -1.71523 -3.17488 0.0 0.0 0.1 -0.0003
C -3.59962 1.42363 -0.51131 0.1 0.0 0.0 0.0001
C -5.59440 0.16449 2.66685 0.1 0.0 0.0 0.0000
C -11.04728 -3.39372 -3.44994 0.0 0.0 0.0 0.0000
C -1.30537 -1.99632 0.75078 -0.1 0.0 0.2 0.0016
C -6.49592 0.31729 0.04641 -0.1 -0.1 0.1 0.0000
C -6.48624 2.46350 3.18205 0.0 0.0 0.0 0.0000
C -6.97719 0.47251 -1.36961 0.0 0.0 0.0 0.0000
C 3.41384 -0.55546 4.69682 0.0 0.0 0.0 0.0060
C -4.26563 3.68524 -0.02945 0.0 0.0 0.0 0.0001
C 1.81320 0.64749 3.36828 0.1 0.0 0.0 0.0061
C -0.27740 2.92348 -1.67072 0.1 0.0 0.0 0.0028
C -5.33852 -0.90231 1.80571 0.0 0.0 0.0 0.0000
C -4.61658 -2.10477 2.34682 0.0 -0.1 0.0 0.0000
C -2.65897 1.47378 0.51409 0.0 -0.1 -0.2 0.0001
C -9.49773 -3.24431 -1.47247 0.0 0.0 0.0 0.0000
C -8.58561 -2.87809 -3.63528 0.0 0.0 0.0 0.0000
C -6.27279 1.29849 2.25438 0.0 0.0 0.0 0.0000
C 3.78960 -1.27129 3.55658 0.0 0.0 0.0 -0.0009
C -7.15713 -2.69312 -1.69447 -0.1 -0.1 0.1 0.0000
C -1.12564 3.83044 -2.31351 0.0 0.0 0.0 0.0006
C 0.19008 4.63615 -0.02202 0.1 -0.1 0.0 0.0004
C -8.25583 -3.02677 -0.88133 0.0 -0.1 -0.1 0.0000
C -8.14802 -3.18162 0.60997 0.1 0.0 0.0 0.0000
C -2.52185 2.64078 1.25563 0.0 0.1 0.0 0.0004
C -7.32846 -2.64007 -3.08476 0.0 0.0 0.0 0.0000
C -5.78644 -0.80944 0.48510 -0.1 0.0 0.0 0.0000
C -0.65229 5.50323 -0.67836 0.0 0.0 -0.1 0.0011
C 0.03275 1.67119 -2.34181 -0.1 0.0 0.0 0.0095
C -3.33237 3.73738 0.99573 0.0 0.0 0.0 0.0000
C 2.32611 -0.72014 -2.36096 -0.1 0.1 0.0 0.0016
C -1.33507 5.10650 -1.83289 0.0 0.0 0.1 0.0018
C 2.17820 -0.03119 2.19142 -0.2 0.1 0.2 0.0011
C 4.05420 -0.80692 5.95541 0.0 0.0 0.0 0.0013
C 0.38651 3.30811 -0.47240 -0.2 0.1 0.1 0.0021
C -6.73089 1.34987 0.94448 -0.1 -0.1 0.1 0.0000
C -4.38811 2.52864 -0.78927 0.1 0.1 -0.1 0.0000
C 3.17748 -1.00752 2.34328 0.0 0.0 0.0 0.0043
C -6.18453 -2.32463 -4.01010 0.0 0.0 0.0 0.0000
C -1.75668 0.30371 0.78501 0.0 0.1 0.2 0.0052
C -9.68691 -3.16688 -2.84488 0.0 0.0 0.0 0.0000
C 2.41086 0.40865 4.59698 0.0 0.0 0.0 -0.0007
H -10.34042 -3.49539 -0.83415 0.0 0.0 0.0 0.0000
H -4.87957 4.55068 -0.25296 0.0 0.0 0.0 0.0000
H -1.49871 -1.32504 2.65653 0.0 0.0 0.0 0.0002
H -7.71278 -0.28778 -1.63951 0.0 0.1 0.0 0.0000
H -1.47126 -3.98357 0.52106 0.0 0.0 0.0 0.0001
H -4.04765 -1.83791 3.23772 0.0 0.0 0.0 0.0000
H -1.62453 3.50445 -3.22109 0.0 0.0 0.0 0.0000
H -6.01220 2.28673 4.14759 0.0 0.0 0.0 0.0000
H -11.44428 -4.37493 -3.18024 0.0 0.0 0.0 0.0000
H -0.20256 -2.24194 2.42148 0.0 0.0 0.0 0.0002
H -9.02245 -3.70463 1.00014 0.0 0.0 0.0 0.0000
H 3.47825 -1.58326 1.47471 0.0 0.0 0.0 0.0005
H 0.71161 4.93105 0.88073 0.0 0.0 0.0 0.0000
H -5.22006 0.10773 3.68403 0.0 0.0 0.0 0.0000
H 1.01921 1.38839 3.32712 0.0 0.0 0.0 0.0008
H -8.07367 -2.21539 1.10952 0.0 0.1 0.0 0.0000
H -2.01212 5.78378 -2.33787 0.0 0.0 0.0 0.0001
H -7.24981 2.23795 0.59614 0.0 0.0 0.0 0.0000
H 4.55507 -2.03512 3.63819 0.0 0.0 0.0 -0.0002
H -3.91301 -2.54499 1.63968 0.0 0.1 0.0 0.0000
H -11.00723 -3.33450 -4.53800 0.0 0.0 0.0 0.0000
H -3.20946 4.64633 1.57317 0.0 0.0 0.0 0.0000
H -7.54994 2.64611 3.35402 0.0 0.0 0.0 0.0000
H -5.09653 2.49740 -1.61064 0.0 0.0 0.0 0.0000
H -8.70347 -2.82789 -4.71382 0.0 0.0 0.0 0.0000
H -1.75058 2.68026 2.01356 0.0 0.0 0.0 0.0002
H -7.43176 1.45453 -1.50847 0.0 0.0 0.0 0.0000
H -1.91545 -3.13551 -0.78050 0.0 0.0 0.0 0.0000
H -3.68111 0.50952 -1.08965 0.0 0.0 0.0 0.0000
H -11.76202 -2.64575 -3.09945 0.0 0.0 0.0 0.0000
H -7.24789 -3.73823 0.87780 0.0 0.0 0.0 0.0000
H -0.79545 6.50484 -0.28562 0.0 0.0 0.0 0.0000
H 2.13252 -2.22436 -3.65938 0.0 0.0 0.0 -0.0001
H -6.14421 0.37043 -2.07173 0.0 0.0 0.0 0.0000
H -5.68932 -1.39714 -3.71721 0.0 0.0 0.0 0.0000
H -6.53419 -2.23315 -5.03903 0.0 0.0 0.0 0.0000
H 3.48168 -2.31480 -2.65660 0.0 0.0 0.0 -0.0001
H -0.33041 1.56518 -3.36624 0.2 0.0 -0.1 0.0006
H -6.05712 3.37395 2.75843 0.0 0.0 0.0 0.0000
H -5.33860 -2.87928 2.62967 0.0 0.0 0.0 0.0000
H -5.41993 -3.10439 -3.98148 0.0 0.0 0.0 0.0000
H 2.10519 0.95438 5.48299 0.0 0.0 0.0 -0.0002
```
Forces are in eV/Å.

As for the energy above the lowest of the compared OMol25 structures with the same formula, charge and spin: 1.9 kcal per mole. As for the gap between HOMO and LUMO (spin up / spin down): 4.898 / 5.452 eV. Its total charge is -2. The value obtained for the HOMO energy (spin up / spin down) is -1.478 / -2.032 eV. The electronic energy comes out at -109808.96963 eV. The LUMO energy (spin up / spin down) is 3.4 / 3.4 eV. The multiplicity is 2. Its expectation value of S² is 0.75.

---

Below is C21H27NO in the gas phase, with properties calculated with ωB97M-V with the def2-TZVPD basis set.

The geometry in XYZ format:
```
50
Properties=species:S:1:pos:R:3:forces:R:3:nbo_charge:R:1
O -0.72985 -1.27186 -4.03309 0.0 -0.2 0.4 -0.5143
N -0.66922 0.95866 1.14515 -0.1 -0.1 0.0 -0.4434
C 0.25259 1.39112 3.37819 0.1 0.0 0.2 -0.0334
C 1.16226 2.53744 0.62345 0.2 -0.2 -0.2 -0.4044
C 2.15815 3.00201 -0.44000 -0.2 0.1 0.1 -0.3903
C -1.29128 -1.33067 -1.37380 -0.1 0.3 0.3 -0.1954
C -0.10051 0.35613 2.33947 -0.1 0.1 0.0 -0.2497
C -0.55179 -2.48330 -3.42882 0.0 -0.1 0.3 0.3926
C -0.82804 -2.53646 -2.04552 0.1 -0.3 -0.4 -0.1495
C -0.22278 -4.87981 -2.04982 0.1 -0.1 0.0 -0.2412
C 0.33283 1.33921 0.16537 0.2 0.3 0.1 -0.2148
C -0.57312 2.49173 3.56932 0.0 -0.1 0.0 -0.1573
C -1.75429 0.18540 0.55189 -0.1 0.0 0.0 -0.2370
C 1.49512 3.63370 -1.65882 0.2 -0.1 0.1 -0.6068
C 0.04906 -4.81358 -3.40337 0.0 0.0 0.1 -0.1926
C 1.37658 1.24608 4.17968 -0.1 -0.1 -0.1 -0.2175
C -0.65839 -3.74894 -1.38475 0.0 0.1 -0.2 -0.1620
C -0.27386 3.43472 4.53478 -0.1 0.0 0.0 -0.2237
C 1.67470 2.18698 5.15017 0.1 0.0 0.1 -0.2074
C -0.48601 -1.16004 -5.41220 0.0 0.0 -0.3 -0.2509
C 0.85118 3.28467 5.32886 0.1 0.1 0.1 -0.2233
C -1.31260 -1.11156 -0.06130 -0.1 0.1 -0.2 -0.1807
C -0.11541 -3.62244 -4.09129 0.0 0.1 -0.2 -0.3166
H -0.92035 4.28966 4.67191 -0.1 0.1 0.0 0.2095
H 2.24990 4.02945 -2.33510 0.0 0.1 -0.1 0.2082
H 1.08559 4.02072 6.08399 0.0 0.1 0.1 0.2108
H 1.71402 2.27040 1.52576 0.0 0.1 0.0 0.2100
H -2.22660 0.81365 -0.20907 0.0 -0.1 0.0 0.1979
H 2.55389 2.06367 5.76618 0.1 0.0 0.0 0.2104
H -0.19779 1.60260 -0.75110 0.0 -0.1 -0.1 0.1950
H 2.02603 0.39212 4.04182 0.1 -0.1 0.0 0.2064
H 2.76695 2.15221 -0.75833 0.1 0.0 0.0 0.1929
H 0.10084 -3.59626 -5.14786 0.0 0.0 -0.1 0.2154
H -0.88732 -3.80795 -0.33197 0.0 0.0 0.1 0.2085
H 0.90223 2.90506 -2.20533 -0.1 0.0 -0.1 0.1986
H -0.94173 -1.85179 0.63461 0.1 -0.2 0.0 0.1871
H 2.82821 3.73567 0.01446 0.1 -0.1 0.0 0.2014
H 0.55888 -1.37786 -5.65672 -0.1 0.0 0.0 0.1764
H 1.01056 0.49865 -0.07093 -0.1 0.1 -0.1 0.1667
H -1.14075 -1.81770 -5.99352 0.0 0.0 0.0 0.1763
H -0.10079 -5.80966 -1.51504 0.0 -0.1 0.0 0.2129
H 0.78889 -0.25377 2.10890 -0.1 0.0 0.0 0.1800
H 0.48756 3.35535 0.88139 0.0 0.0 0.1 0.2027
H -1.63286 -0.55010 -2.04050 -0.1 0.2 0.0 0.2142
H -0.84837 -0.31037 2.78348 0.1 0.0 -0.1 0.2098
H 0.84443 4.45072 -1.35501 -0.1 0.1 0.0 0.2007
H -0.70362 -0.12318 -5.66549 0.0 -0.1 0.0 0.2004
H 0.38825 -5.68986 -3.93566 0.0 -0.1 0.0 0.2126
H -1.44344 2.60151 2.94067 -0.1 0.0 -0.1 0.2154
H -2.49107 -0.00409 1.33985 0.0 0.1 -0.1 0.1997
```
Forces are in eV/Å.

As for the energy above the lowest of the compared OMol25 structures with the same formula, charge and spin: 29.5 kcal per mole. Its SMILES is CCCCN(C/C=C/c1ccccc1OC)Cc1ccccc1. As for the gap between HOMO and LUMO: 8.893 eV. The value obtained for the HOMO energy is -8.088 eV. The electronic energy comes out at -25751.87988 eV. The LUMO energy is 0.8 eV. The multiplicity is 1.

---

Below is a molecular structure, C10H14CaN2P in a non-equilibrium geometry, with properties calculated with ωB97M-V with the def2-TZVPD basis set.

The geometry in XYZ format:
```
28
Properties=species:S:1:pos:R:3:forces:R:3:nbo_charge:R:1
Ca -1.19595 0.79939 0.99207 -0.8 0.6 -1.2 0.5136
P -1.74833 -0.85074 3.21487 -0.2 -0.2 1.4 -0.2009
N 5.03440 0.81681 -0.27221 1.2 0.1 -0.1 -0.8050
N 0.93406 0.30508 0.15836 0.7 -0.5 0.2 -0.6938
C 3.69761 0.58464 -0.13903 -0.6 0.4 -0.6 0.1848
C 1.49116 0.38470 -1.09126 -0.1 -0.2 0.7 0.0195
C 2.85380 0.55036 -1.27327 0.1 0.0 0.5 -0.3241
C -3.24388 -1.46625 -1.20270 0.4 0.5 0.0 -0.3538
C 3.13405 0.38442 1.13793 -0.6 -0.4 0.2 -0.3654
C -2.44979 -1.01321 -2.29594 -0.1 0.2 0.5 -0.3541
C -2.46240 0.40698 -2.29120 -0.3 -0.2 0.5 -0.3663
C 1.76453 0.21864 1.24487 0.3 0.1 -1.3 0.0429
C -3.27104 0.84767 -1.19844 0.0 -0.7 0.1 -0.4568
C -3.73092 -0.33143 -0.49915 0.2 0.5 -0.6 -0.4438
H -2.84601 -1.69417 3.58641 -0.3 -0.2 0.0 -0.0444
H 5.64823 0.85561 0.53284 -0.4 -0.1 -0.3 0.3866
H 3.76151 0.38414 2.03026 -0.1 -0.1 -0.2 0.2075
H -3.64771 1.86537 -1.03792 0.3 -0.4 0.0 0.2118
H -3.44961 -2.50565 -0.94949 0.1 0.2 0.0 0.1931
H 0.79216 0.30512 -1.93453 0.3 0.2 0.4 0.2144
H -1.87815 -1.64736 -2.98241 -0.3 0.3 0.3 0.1922
H -1.96069 0.06624 4.29252 0.1 -0.4 -0.5 0.0395
H 5.46826 0.97504 -1.17376 -0.4 -0.1 0.4 0.3863
H -4.46508 -0.33615 0.31022 0.3 0.0 -0.2 0.2026
H 3.26286 0.67589 -2.27713 -0.1 -0.1 0.3 0.2047
H -0.79058 -1.62627 3.92907 0.1 0.2 -0.2 0.0118
H 1.28055 -0.01104 2.21120 0.3 0.5 -0.4 0.2024
H -1.98300 1.05618 -3.02215 -0.1 -0.1 0.2 0.1946
```
Forces are in eV/Å.

As for the energy above the lowest of the compared OMol25 structures with the same formula, charge and spin: 0.0 kcal per mole. As for the gap between HOMO and LUMO (spin up / spin down): 3.099 / 2.808 eV. Its total charge is -1. The value obtained for the HOMO energy (spin up / spin down) is -0.325 / 0.033 eV. The electronic energy comes out at -41301.80373 eV. The LUMO energy (spin up / spin down) is 2.8 / 2.8 eV. The multiplicity is 1.

---

Below is 2 unconnected molecules or ions with the total composition C4H12N3 in a non-equilibrium geometry, with properties calculated with ωB97M-V with the def2-TZVPD basis set.

The geometry in XYZ format:
```
19
Properties=species:S:1:pos:R:3:forces:R:3:nbo_charge:R:1
N -1.02958 -1.33635 0.70923 0.2 -0.5 0.0 -0.8578
N -1.36670 -0.28260 -2.87976 0.7 0.1 0.4 -0.7808
N 0.89656 0.52202 1.27282 0.6 0.4 -0.2 -0.4049
C -1.37731 -0.35426 -1.48278 -0.5 -0.2 -0.3 -0.0255
C 1.00044 0.84191 2.49253 0.1 0.0 0.2 0.1062
C -0.82611 -1.30581 -0.72353 0.1 1.0 -0.1 -0.1701
C 1.69589 1.21449 0.21235 -1.1 -0.1 0.8 -0.4228
H -1.25199 0.66034 -3.22872 -0.2 -0.1 -0.1 0.3809
H -0.97309 -2.30422 1.01217 0.0 0.1 0.2 0.3981
H -0.00296 -1.91416 -1.07552 -0.3 -0.4 -0.1 0.2034
H -2.04179 0.38740 -1.04531 -0.1 -0.1 0.2 0.1892
H 1.85055 0.48762 -0.57428 0.2 0.1 -0.1 0.2438
H 1.51357 1.75317 2.78267 0.3 -0.2 0.0 0.2130
H 0.22804 -0.27781 1.02282 0.0 -0.2 0.2 0.4657
H -1.95809 -1.02301 0.97795 0.1 0.1 -0.2 0.3952
H 1.11234 2.06094 -0.14340 0.0 0.0 -0.2 0.2387
H -0.67669 -0.89267 -3.29696 -0.1 -0.1 -0.2 0.3745
H 0.60686 0.19850 3.27210 -0.5 0.1 -0.2 0.2252
H 2.60007 1.56451 0.69561 0.2 0.0 -0.3 0.2279
```
Forces are in eV/Å.

As for the energy above the lowest of the compared OMol25 structures with the same formula, charge and spin: 55.0 kcal per mole. As for the gap between HOMO and LUMO: 7.185 eV. Its total charge is +1. The value obtained for the HOMO energy is -11.554 eV. The electronic energy comes out at -8805.34861 eV. The LUMO energy is -4.4 eV. The multiplicity is 1.